--- w ---
The following is a quantum chemistry calculation of one molecule with the formula C7H10N4S, from the Open Molecules 2025 dataset.

Cartesian coordinates (Å):
C 1.1706 0.8909 -0.0680
C -0.1341 1.0333 -0.3839
C -1.0746 -0.0294 -0.0063
C 1.6951 -0.3256 0.4951
C -0.8921 -1.3810 -0.4598
C 2.8663 -0.1944 1.4321
C -2.0215 -2.1133 -1.1675
N 1.2755 -1.5296 0.2900
N 0.2630 -1.9119 -0.4190
N -2.3613 0.5916 0.3214
N -0.5719 2.1878 -0.9791
S -3.5429 -0.1727 1.1114
H 1.8296 1.7101 -0.4277
H 2.3118 0.2323 2.2442
H 3.7466 0.3829 1.1962
H 3.1047 -1.1522 1.9372
H -2.4543 -1.5350 -2.0221
H -2.7032 -2.1388 -0.2247
H -1.7218 -3.1257 -1.3405
H 0.1987 2.8731 -0.8763
H -1.5160 2.4118 -1.0444
H -3.6111 0.8343 2.0671

Calculated values
LUMO (spin up / spin down) = -0.8 / -0.8 eV
HOMO level (spin up / spin down) = -7.80 / -7.81 eV
SMILES = Cc1cc(N)/c(=N/S)c(C)nn1

Results of the Löwdin charge analysis, in e, for atoms 1 through 4: -0.01, -0.30, -0.16, -0.33

--- x ---
The following is a quantum chemistry calculation of one molecule with the formula C7H10N4S, from the Open Molecules 2025 dataset.

Cartesian coordinates (Å):
C 3.6298 0.3424 -0.4376
C 1.9390 -1.4775 -0.1729
C 1.3612 0.7770 0.2221
C 2.3992 -0.1778 -0.0831
C -1.5135 -0.6048 -1.9387
C -1.8441 0.0791 2.1770
C -1.9336 -0.8384 -0.5523
N 4.6724 0.8028 -0.5781
N 1.7965 -2.6100 -0.3429
N 1.6341 2.1028 0.3741
N 0.1701 0.1663 0.5789
S -1.2981 0.6537 0.4418
H 2.5036 2.4920 0.0352
H -1.9798 0.2606 -2.4906
H -0.4456 -0.6477 -2.2088
H -2.0097 -1.5790 -2.3553
H -2.9173 0.0473 2.2818
H -1.3120 -0.9242 2.1110
H -1.3947 0.8647 2.6994
H -1.5307 -1.5954 0.0775
H -2.9719 -0.8978 -0.5539
H 1.0452 2.7639 0.7152

Calculated values
LUMO = 0.0 eV
HOMO level = -7.94 eV

Results of the Löwdin charge analysis, in e, for atoms 1 through 4: -0.25, -0.27, -0.36, -0.23

Stability summary: most stable x, least stable w.

--- w ---
The following is a quantum chemistry calculation of an isolated ion of composition C2H8N5 and charge +1, from the Open Molecules 2025 dataset.

Cartesian coordinates (Å):
C 0.1299 -0.3346 -0.0630
C 1.6019 -0.4073 0.1108
N -0.4475 0.7067 -0.5273
N -1.7692 0.9384 -0.5746
N -2.1382 -0.9754 0.4817
N -2.5265 0.0825 -0.0467
N 2.2128 0.9520 0.1710
H -0.2428 -1.3784 -0.0099
H 2.1206 -0.9779 -0.6330
H 1.6669 -0.9568 1.0666
H -2.8958 -1.6224 0.7644
H -3.5944 0.5127 -0.0401
H 3.0248 1.0731 0.8935
H 0.0693 1.4655 -0.9074
H 2.7881 0.9221 -0.6858

Calculated values
LUMO (spin up / spin down) = -4.7 / -4.7 eV
HOMO level (spin up / spin down) = -14.05 / -14.05 eV
Total charge = +1

Results of the Löwdin charge analysis, in e, for atoms 1 through 4: -0.04, -0.21, 0.10, 0.04

--- x ---
The following is a quantum chemistry calculation of a 3-piece molecular cluster, C2H8N5 overall, from the Open Molecules 2025 dataset.

Cartesian coordinates (Å):
C 2.2355 -1.1677 -1.5966
C -1.7235 -2.8569 0.0591
N 1.5055 0.0135 -1.6430
N 0.4082 -0.1518 -1.0757
N 1.3139 -2.1046 -0.9453
N 0.2895 -1.5330 -0.6751
N -0.8126 3.9609 2.5239
H 2.5754 -1.6653 -2.6215
H 3.1453 -1.0477 -1.0835
H -1.8375 -1.8092 0.3631
H -1.7493 -3.2850 -1.0177
H -1.2091 -3.6523 0.7172
H -1.5886 3.4432 2.8869
H -0.7453 4.9208 2.8140
H -0.0887 3.3005 2.3083

Calculated values
LUMO = -7.9 eV
HOMO level = -11.35 eV
Total charge = +1

Results of the Löwdin charge analysis, in e, for atoms 1 through 4: -0.19, 0.43, 0.06, 0.06

Stability summary: most stable w, least stable x.

--- w ---
The following is a quantum chemistry calculation of a 2-piece molecular cluster, C3H6Br2NO overall, from the Open Molecules 2025 dataset.

Cartesian coordinates (Å):
C -2.1458 1.5056 0.5349
C 1.0090 -0.2897 1.1906
C 0.1096 -0.4725 -0.1023
N 0.7936 -0.2427 -1.3478
O -1.8778 2.6209 0.7854
Br -3.3719 0.2114 0.0316
Br -0.9291 -2.0533 -0.1776
H 0.3553 -0.2726 2.0328
H 1.5141 0.6892 0.9685
H 1.6378 -1.2121 1.1093
H 1.6546 0.1482 -1.1114
H 1.0353 -1.0446 -2.0049
H 0.2152 0.4123 -1.9091

Calculated values
LUMO (spin up / spin down) = -5.4 / -4.2 eV
HOMO level (spin up / spin down) = -11.54 / -13.21 eV
Total charge = +1

Results of the Löwdin charge analysis, in e, for atoms 1 through 4: -0.67, -0.08, -0.76, 0.12

--- x ---
The following is a quantum chemistry calculation of C3H6Br2NO as an isolated structure, from the Open Molecules 2025 dataset.

Cartesian coordinates (Å):
C -0.2194 -0.6396 -0.0086
C -0.1796 1.5447 1.3567
C 0.0150 0.9678 -0.0099
N 0.3206 -1.9501 -1.2604
O -0.8276 -1.2310 0.7889
Br 1.9032 1.2797 -0.6326
Br -1.4473 1.3275 -1.2508
H 0.7907 1.6766 1.9993
H -0.8428 0.9436 1.9967
H -0.6677 2.4740 1.2836
H 0.7340 -2.5987 -0.5551
H -0.5335 -2.1311 -1.6129
H 0.9544 -1.6635 -2.0949

Calculated values
LUMO = -4.6 eV
HOMO level = -14.82 eV
Total charge = +1

Results of the Löwdin charge analysis, in e, for atoms 1 through 4: -0.34, -0.18, -1.13, 0.23

--- y ---
The following is a quantum chemistry calculation of C3H6Br2NO as an isolated structure, from the Open Molecules 2025 dataset.

Cartesian coordinates (Å):
C -0.0846 0.2365 -0.9631
C -1.0785 1.0994 1.0691
C -1.2334 0.8794 -0.3784
N 2.0312 -1.6878 -0.1898
O 0.8414 -0.2581 -1.3166
Br -1.9281 2.4233 -1.2877
Br -2.6778 -0.4649 -0.8058
H -0.4242 1.9331 1.2761
H -0.6063 0.1444 1.5021
H -2.0688 1.1582 1.4599
H 2.5792 -0.8804 0.1128
H 2.0838 -2.4740 0.5073
H 2.5661 -2.1091 -0.9859

Calculated values
LUMO = -5.8 eV
HOMO level = -14.14 eV
Total charge = +1

Results of the Löwdin charge analysis, in e, for atoms 1 through 4: -0.12, -0.15, -1.20, 0.00

Stability summary: most stable x, least stable w.

--- w ---
The following is a quantum chemistry calculation of an isolated ion of composition C5H7N2O3 and charge -1, from the Open Molecules 2025 dataset.

Cartesian coordinates (Å):
C -1.2531 0.4406 0.0117
C -0.2124 -0.4817 0.1904
C -0.6901 1.7259 0.0811
C 2.1619 -0.5242 0.0464
C -2.7089 0.1457 0.0218
N 0.8058 1.5861 0.2571
N 0.9707 0.2132 0.4514
O -0.2469 -1.7339 0.2332
O -1.2426 2.8187 -0.0074
O -2.9471 -1.2720 0.1714
H 3.0555 -0.4467 0.6913
H 1.9767 -1.4915 -0.2083
H 2.6461 -0.2396 -0.8521
H -3.1362 0.3863 -1.0098
H -3.3939 0.5096 0.7643
H 1.2507 1.9878 1.0495
H -2.0944 -1.8225 0.0386

Calculated values
LUMO = 3.8 eV
HOMO level = -3.58 eV
Total charge = -1
SMILES = Cn1[nH]c([O-])c(CO)c1=O

Results of the Löwdin charge analysis, in e, for atoms 1 through 4: -0.12, -0.45, -0.44, -0.06

--- x ---
The following is a quantum chemistry calculation of an isolated ion of composition C5H7N2O3 and charge -1, from the Open Molecules 2025 dataset.

Cartesian coordinates (Å):
C -0.9996 0.6310 0.4821
C -1.5874 1.5043 -0.3344
C -1.6287 -1.9101 -1.9582
C -0.3785 -0.6389 0.0020
C 1.1256 -0.7177 0.2304
N -0.6755 0.3552 -2.2309
N -0.7011 -0.7691 -1.5490
O -2.0020 -1.8493 -3.1143
O -1.7985 -2.7297 -1.0638
O -1.6244 1.4507 -1.6735
H -1.0017 0.8157 1.5473
H -2.0991 2.3933 0.0320
H -0.8750 -1.5148 0.4274
H 1.6435 0.0929 -0.2832
H 1.5038 -1.6671 -0.1381
H 1.3359 -0.6382 1.2963
H 0.2246 0.8400 -2.1086

Calculated values
LUMO = 3.7 eV
HOMO level = -4.50 eV
Total charge = -1
SMILES = C[C@H]1C=CONN1C(=O)[O-]

Results of the Löwdin charge analysis, in e, for atoms 1 through 4: -0.08, -0.21, -0.75, -0.30

Stability summary: most stable w, least stable x.

--- w ---
The following is a quantum chemistry calculation of a 4-piece molecular cluster, C3H16N2O3 overall, from the Open Molecules 2025 dataset.

Cartesian coordinates (Å):
C -1.3900 0.0947 2.4689
C 0.1572 0.0272 2.4022
N 0.7235 0.2933 1.0892
C 0.6455 1.6798 0.6566
N 0.5260 1.6929 -0.7839
H -1.7829 -0.8778 2.7220
H -1.7916 0.5830 1.6055
H -1.7322 0.8243 3.2159
H 0.5688 0.7648 3.0929
H 0.4700 -0.9562 2.7138
H 0.2415 -0.2490 0.3850
H 1.5299 2.2001 1.0448
H -0.1877 2.2239 1.1200
H 0.5469 2.6310 -1.1601
H 1.2721 1.1420 -1.2007
H -0.7336 -4.1399 -0.7767
H -0.1135 -3.1987 -1.7915
O -0.4593 -3.2219 -0.8903
H -1.2898 1.6498 -2.2214
H -2.0271 0.4001 -2.0378
O -1.8530 1.0516 -2.7283
H 2.2170 -1.0127 -0.4602
H 1.1844 -1.6071 -1.4434
O 1.8964 -0.9677 -1.3730

Calculated values
LUMO = 0.4 eV
HOMO level = -8.85 eV
SMILES = CCNCN.O.O.O

Results of the Löwdin charge analysis, in e, for atoms 1 through 4: -0.08, -0.27, -0.10, -0.33

--- x ---
The following is a quantum chemistry calculation of a 5-piece molecular cluster, C3H16N2O3 overall, from the Open Molecules 2025 dataset.

Cartesian coordinates (Å):
N -0.0410 -0.1380 1.7522
C 0.0275 -1.4836 1.4183
C -1.4302 -2.0638 1.1931
C 0.8337 -1.4372 0.1411
N 0.0605 -0.7894 -0.8509
H -1.2285 2.3017 0.8131
H -0.4701 -0.0006 2.6812
H 0.5548 -2.0850 2.1637
H -2.0149 -2.0202 2.1034
H -1.8734 -1.5503 0.3510
H -1.1823 -3.0789 0.8916
H 1.1313 -2.4297 -0.2070
H 1.8136 -0.9601 0.2387
H -0.4811 -0.0441 -0.3795
H 0.6756 -0.2276 -1.4531
H -1.3725 2.3195 1.5454
H 1.2592 2.0972 -2.4250
O 0.7572 1.4033 -1.9822
H 1.3481 1.1997 0.7873
H 1.6100 1.6825 -0.6101
O 2.0485 1.6149 0.2822
H -2.1854 0.9341 -1.9944
H -0.7281 1.5642 -1.8248
O -1.7227 1.6742 -1.5972

Calculated values
LUMO = -4.9 eV
HOMO level = -8.91 eV

Results of the Löwdin charge analysis, in e, for atoms 1 through 4: 0.27, -0.43, 0.02, -0.25

Stability summary: most stable w, least stable x.

--- w ---
The following is a quantum chemistry calculation of a 3-piece molecular cluster, C6H10IN2O overall, from the Open Molecules 2025 dataset.

Cartesian coordinates (Å):
C -0.9566 0.5861 -0.9197
C -0.2496 1.7615 -1.1191
C -0.6293 -0.2475 0.2487
C 0.7490 2.1121 -0.1866
C 0.2433 0.2491 1.0877
C 1.8993 -1.8118 2.8979
N 0.8822 1.4300 0.9399
N -2.3610 -0.8622 -3.3552
O 1.4293 -0.5139 2.8113
I 2.3290 2.0714 2.3217
H -1.8174 0.3940 -1.4578
H -0.5288 2.4524 -1.8965
H -1.3058 -1.1256 0.3666
H 1.1274 3.0896 -0.1889
H 1.1928 -2.6112 3.1960
H 2.4637 -1.9947 3.8091
H 2.4247 -2.1585 2.0984
H -2.9063 -0.3146 -3.9109
H -2.5765 -1.8692 -3.1744
H -1.4093 -0.6371 -3.5681

Calculated values
LUMO (spin up / spin down) = -5.5 / -5.2 eV
HOMO level (spin up / spin down) = -12.82 / -12.81 eV
Total charge = +1

Results of the Löwdin charge analysis, in e, for atoms 1 through 4: 0.02, 0.01, 0.01, -0.12

--- x ---
The following is a quantum chemistry calculation of an isolated ion of composition C6H10IN2O and charge +1, from the Open Molecules 2025 dataset.

Cartesian coordinates (Å):
C 0.0999 1.3029 0.7699
C 0.7950 -1.0342 0.2907
C -0.9398 2.1826 0.0343
C -1.3420 1.4772 -1.2404
C 0.3503 -2.1427 -0.5581
C 2.0358 -1.1996 1.1723
N -1.7028 0.1860 -1.0531
N 0.0883 0.0257 0.3228
O 1.0450 1.7829 1.3607
I -3.2628 -0.3932 0.0333
H -1.8431 2.2730 0.6270
H -0.4037 3.0381 -0.0850
H -2.1564 2.1190 -1.7640
H -0.4459 1.2926 -1.8608
H -0.4601 -2.4667 0.0937
H 0.1537 -1.7301 -1.5124
H 1.0956 -2.9037 -0.8095
H 2.7908 -1.5709 0.5895
H 2.1944 -0.2769 1.6215
H 1.9078 -1.9619 1.9678

Calculated values
LUMO (spin up / spin down) = -6.4 / -6.7 eV
HOMO level (spin up / spin down) = -13.73 / -13.58 eV
Total charge = +1

Results of the Löwdin charge analysis, in e, for atoms 1 through 4: -0.40, -0.25, -0.07, -0.39

Stability summary: most stable x, least stable w.